Entry 1:
DFT (wB97M-V/def2-TZVPD) results for C26H20MnN7 as an isolated structure.

The geometry in ORCA input format:
```
! RIJCOSX wB97M-V def2-TZVPD def2/J DEFGRID3
* xyz 1 2
Mn -0.821 -0.220 -0.747
N 3.402 -0.749 -0.802
C 2.099 -0.987 -0.731
N 1.178 -0.076 -0.918
C 1.575 1.234 -1.241
N 0.654 2.103 -1.486
N -0.558 1.449 -1.553
C -1.608 1.853 -0.873
C -2.816 1.036 -1.021
C -4.067 1.414 -0.514
C -5.123 0.554 -0.699
C -4.914 -0.682 -1.330
C -3.643 -1.026 -1.711
N -2.607 -0.180 -1.563
C 2.993 1.556 -1.276
C 3.466 2.843 -1.548
C 4.822 3.080 -1.594
C 5.727 2.038 -1.375
C 5.280 0.761 -1.108
C 3.909 0.531 -1.061
H 4.043 -1.514 -0.656
H 1.787 -1.997 -0.495
H -1.614 2.715 -0.214
H -4.186 2.371 -0.025
H -6.113 0.823 -0.359
H -5.734 -1.368 -1.487
H -3.400 -1.991 -2.136
H 2.750 3.634 -1.722
H 5.190 4.073 -1.806
H 6.790 2.233 -1.416
H 5.977 -0.049 -0.938
C -0.730 2.374 4.181
C -0.050 2.588 2.991
C -0.040 1.606 2.012
C -0.699 0.406 2.251
C -1.378 0.177 3.440
C -1.393 1.174 4.402
N -0.680 -0.596 1.226
N -0.595 -1.776 1.644
C -0.597 -2.708 0.590
C -0.458 -4.057 0.912
C -0.421 -4.970 -0.128
C -0.520 -4.515 -1.441
C -0.658 -3.160 -1.732
C -0.707 -2.204 -0.717
H -0.744 3.143 4.941
H 0.477 3.518 2.824
H 0.497 1.764 1.085
H -1.888 -0.762 3.600
H -1.928 1.014 5.329
H -0.385 -4.366 1.945
H -0.318 -6.026 0.076
H -0.494 -5.233 -2.251
H -0.728 -2.857 -2.772
*
```

Its HOMO energy (spin up / spin down) is -11.2 / -10.5 eV. The calculation puts the gap between HOMO and LUMO (spin up / spin down) at 7.9 / 7.1 eV. The calculation puts the total energy at -69030.3704 eV. The LUMO energy (spin up / spin down) is -3.33 / -3.38 eV.

Atomic partial charges in e from the Mulliken method, atoms 1 to 4: -0.90 0.12 -0.28 -0.01



Entry 2:
DFT (wB97M-V/def2-TZVPD) results for C26H20MnN7O5 as an isolated structure.

The geometry in ORCA input format:
```
! RIJCOSX wB97M-V def2-TZVPD def2/J DEFGRID3
* xyz -1 6
Mn 0.701 1.342 0.054
O 0.723 -3.578 2.011
C 0.942 -2.983 3.154
C 0.887 -3.723 4.421
C 0.806 -3.018 5.637
C 0.971 -1.665 5.718
C 1.221 -0.967 4.478
C 1.206 -1.592 3.272
C 1.403 -0.756 1.992
O 1.610 0.490 1.995
N 1.126 -1.454 0.902
N 1.192 -0.764 -0.226
C 1.223 -1.501 -1.347
C 1.416 -0.985 -2.631
C 1.223 -1.803 -3.805
C 1.244 -1.255 -5.090
C 1.541 0.083 -5.269
C 1.916 0.851 -4.195
C 1.682 0.390 -2.853
O 1.638 1.275 -1.901
H 0.945 -2.666 1.193
H 0.773 -4.795 4.391
H 0.609 -3.565 6.535
H 1.087 -1.176 6.697
H 1.390 0.136 4.509
H 1.209 -2.565 -1.266
H 1.033 -2.854 -3.656
H 1.054 -1.915 -5.948
H 1.586 0.539 -6.248
H 2.227 1.867 -4.194
N -2.173 -2.664 0.134
C -2.273 -3.146 -1.185
C -2.177 -2.038 -2.012
N -2.042 -0.897 -1.285
C -2.074 -1.322 0.011
C -1.795 -0.443 1.171
N -1.241 0.761 1.016
C -1.348 1.429 2.221
C -2.169 0.631 3.026
N -2.318 -0.598 2.362
H -2.303 -3.239 0.948
H -2.424 -4.240 -1.499
H -2.350 -2.056 -3.091
H -0.949 2.383 2.481
H -2.787 0.838 3.925
H -3.049 -1.295 2.602
O 0.782 5.223 1.340
C 0.749 4.163 0.716
O 1.171 2.994 1.154
C 0.194 4.099 -0.684
C -0.001 5.290 -1.410
C -0.594 5.197 -2.635
C -1.095 3.927 -3.118
C -0.859 2.799 -2.309
N -0.285 2.942 -1.120
H 0.234 6.271 -1.036
H -0.746 6.026 -3.299
H -1.521 3.797 -4.112
H -1.142 1.776 -2.643
*
```

The energy relative to the best compared isomer or geometry (same formula, charge and spin) is 115.7 kJ/mol. Its HOMO energy (spin up / spin down) is -4.3 / -4.4 eV. The calculation puts the gap between HOMO and LUMO (spin up / spin down) at 6.6 / 6.7 eV. The calculation puts the total energy at -79278.7879 eV. The LUMO energy (spin up / spin down) is 2.31 / 2.30 eV.

Atomic partial charges in e from the Mulliken method, atoms 1 to 4: 1.03 -0.86 0.47 -0.92



Entry 3:
DFT (wB97M-V/def2-TZVPD) results for C26H20MoN6OS as an isolated structure.

The geometry in ORCA input format:
```
! RIJCOSX wB97M-V def2-TZVPD def2/J DEFGRID3
* xyz 2 1
Mo -0.654 -0.400 -0.704
N 2.163 -0.848 -4.073
C 1.577 -0.701 -2.886
S -0.222 -0.709 -2.906
N 2.257 -0.528 -1.807
N 1.490 -0.387 -0.681
C 2.130 -0.102 0.422
C 3.587 0.044 0.521
C 4.123 1.227 1.035
C 5.496 1.378 1.131
C 6.335 0.340 0.750
C 5.804 -0.844 0.253
C 4.435 -0.990 0.120
C 1.268 0.112 1.598
C 1.758 0.276 2.883
C 0.866 0.486 3.925
C -0.493 0.530 3.659
C -0.919 0.339 2.358
N -0.061 0.121 1.357
H 1.627 -0.968 -4.914
H 3.169 -0.811 -4.138
H 3.470 2.039 1.333
H 5.912 2.303 1.508
H 7.406 0.454 0.839
H 6.460 -1.653 -0.036
H 4.021 -1.905 -0.279
H 2.822 0.229 3.060
H 1.233 0.616 4.934
H -1.217 0.705 4.441
H -1.972 0.361 2.102
C -5.356 -3.608 -0.865
C -5.776 -2.453 -0.214
C -4.960 -1.337 -0.175
C -3.713 -1.390 -0.789
C -3.288 -2.540 -1.446
C -4.115 -3.650 -1.485
N -2.823 -0.268 -0.758
N -3.361 0.865 -0.686
C -2.446 1.912 -0.655
C -2.921 3.219 -0.658
C -2.006 4.260 -0.674
C -0.642 3.991 -0.675
C -0.168 2.679 -0.649
C -1.068 1.625 -0.655
H -6.001 -4.476 -0.893
H -6.744 -2.423 0.266
H -5.272 -0.431 0.327
H -2.341 -2.547 -1.979
H -3.800 -4.541 -2.011
H -3.988 3.398 -0.653
H -2.355 5.283 -0.682
H 0.063 4.812 -0.689
H 0.901 2.500 -0.652
O -0.857 -3.268 1.072
C -0.833 -2.324 0.473
*
```

The energy relative to the best compared isomer or geometry (same formula, charge and spin) is 1.7 kJ/mol. Its HOMO energy (spin up / spin down) is -14.3 / -14.3 eV. The calculation puts the gap between HOMO and LUMO (spin up / spin down) at 5.6 / 5.6 eV. The calculation puts the total energy at -50950.0531 eV. The LUMO energy (spin up / spin down) is -8.70 / -8.71 eV.

Atomic partial charges in e from the Mulliken method, atoms 1 to 4: -0.70 -0.42 0.89 -0.36



Entry 4:
DFT (wB97M-V/def2-TZVPD) results for C26H20N6O4PbS3SbSe4 as an isolated structure.

The geometry in ORCA input format:
```
! RIJCOSX wB97M-V def2-TZVPD def2/J DEFGRID3
* xyz -1 1
Pb 0.066 -0.142 0.623
N -2.234 2.185 2.326
C -1.037 2.153 2.934
N 0.064 1.720 2.365
C 1.163 1.908 3.186
C 0.893 2.433 4.401
S -0.797 2.765 4.538
C 2.480 1.496 2.686
C 3.688 1.945 3.094
S 4.937 1.155 2.193
C 3.725 0.277 1.310
N 2.507 0.553 1.679
N 4.036 -0.643 0.362
H -2.252 1.880 1.362
H -3.073 1.952 2.841
H 1.571 2.595 5.223
H 3.914 2.698 3.831
H 4.967 -0.617 -0.015
H 3.310 -0.872 -0.318
O 0.837 2.258 -2.647
C -0.266 1.948 -2.174
O -0.571 1.762 -0.960
C -1.422 1.806 -3.163
C -1.611 2.841 -4.075
C -2.656 2.827 -4.984
C -3.534 1.752 -5.013
C -3.350 0.701 -4.129
C -2.303 0.718 -3.207
S -2.092 -0.755 -2.227
H -0.904 3.662 -4.060
H -2.786 3.654 -5.672
H -4.358 1.729 -5.716
H -4.021 -0.148 -4.137
O -2.719 -6.098 3.123
C -1.384 -6.251 3.093
O -0.832 -6.969 3.885
C -0.656 -5.452 2.061
C -1.238 -5.172 0.835
C -0.605 -4.335 -0.065
C 0.627 -3.784 0.261
C 1.232 -4.089 1.479
C 0.598 -4.934 2.369
N 1.226 -2.795 -0.551
C 1.143 -2.880 -1.810
C 1.613 -1.781 -2.675
C 1.200 -1.737 -3.995
C 1.562 -0.643 -4.773
C 2.326 0.350 -4.200
C 2.708 0.210 -2.868
N 2.371 -0.827 -2.116
H -3.020 -5.363 2.551
H -2.215 -5.558 0.588
H -1.116 -4.046 -0.976
H 2.175 -3.617 1.726
H 1.041 -5.167 3.328
H 0.680 -3.737 -2.311
H 0.576 -2.528 -4.391
H 1.226 -0.563 -5.799
H 2.592 1.247 -4.740
H 3.287 0.988 -2.385
Se -4.477 -3.741 1.109
Sb -3.600 -1.604 1.742
Se -2.804 -0.009 -0.250
Se -1.315 -1.577 2.717
Se -5.018 0.038 2.752
*
```

The energy relative to the best compared isomer or geometry (same formula, charge and spin) is 5.0 kJ/mol. Its HOMO energy is -5.2 eV. The calculation puts the gap between HOMO and LUMO at 6.7 eV. The calculation puts the total energy at -350101.0844 eV. The LUMO energy is 1.59 eV.

Atomic partial charges in e from the Mulliken method, atoms 1 to 4: 1.54 -0.19 0.52 -0.01



Entry 5:
DFT (wB97M-V/def2-TZVPD) results for C26H20N6OPdS3 as an isolated structure.

The geometry in ORCA input format:
```
! RIJCOSX wB97M-V def2-TZVPD def2/J DEFGRID3
* xyz -2 1
Pd -0.729 -0.451 0.315
O 1.857 -3.747 0.767
S 1.754 -2.636 -0.187
C 3.513 -2.034 -0.230
C 3.926 -1.203 -1.257
C 5.254 -0.833 -1.363
C 6.184 -1.328 -0.463
C 5.777 -2.189 0.545
C 4.444 -2.536 0.661
C 1.254 -1.186 0.799
C 1.385 0.135 0.312
C 1.405 1.189 1.244
C 1.121 0.955 2.576
C 0.846 -0.339 3.019
C 0.953 -1.410 2.146
H 3.204 -0.849 -1.978
H 5.562 -0.162 -2.155
H 7.225 -1.045 -0.553
H 6.503 -2.589 1.239
H 4.096 -3.211 1.427
H 1.730 0.304 -0.710
H 1.638 2.189 0.903
H 1.080 1.782 3.272
H 0.588 -0.513 4.056
H 0.856 -2.436 2.482
C 0.928 5.075 0.704
C -0.274 4.264 0.298
C -0.967 4.554 -0.880
C -2.080 3.760 -1.122
N -2.436 2.758 -0.358
C -1.675 2.500 0.732
S -2.165 1.261 1.771
N -0.630 3.285 1.092
H 0.677 6.136 0.723
H 1.735 4.927 -0.015
H 1.268 4.759 1.686
H -0.675 5.362 -1.537
H -2.728 3.958 -1.976
S -5.261 -1.621 0.748
C -3.540 -2.032 0.874
N -2.774 -1.403 0.077
C -3.449 -0.552 -0.745
C -2.859 0.243 -1.724
C -3.681 1.020 -2.513
C -5.062 1.014 -2.332
C -5.660 0.243 -1.350
C -4.846 -0.542 -0.554
H -3.230 -2.754 1.603
H -1.765 0.218 -1.813
H -3.255 1.656 -3.276
H -5.686 1.621 -2.976
H -6.731 0.255 -1.203
N -0.868 -7.486 -0.710
C -1.020 -6.340 -0.596
N -1.377 -5.127 -0.448
C -0.847 -3.991 -0.497
N -0.493 -2.875 -0.554
*
```

Its HOMO energy is -0.5 eV. The calculation puts the gap between HOMO and LUMO at 4.8 eV. The calculation puts the total energy at -74258.9851 eV. The LUMO energy is 4.33 eV.

Atomic partial charges in e from the Mulliken method, atoms 1 to 4: 0.00 -0.69 0.46 0.27



Entry 6:
DFT (wB97M-V/def2-TZVPD) results for C26H20N7O2S2Y as an isolated structure.

The geometry in ORCA input format:
```
! RIJCOSX wB97M-V def2-TZVPD def2/J DEFGRID3
* xyz 0 1
Y -0.301 0.358 0.176
O 3.515 -1.653 0.690
C 2.492 -0.986 0.783
N 1.593 -0.670 -0.163
C 1.836 -0.907 -1.532
C 2.627 -1.941 -2.025
C 2.847 -2.067 -3.390
C 2.291 -1.152 -4.267
C 1.489 -0.121 -3.797
C 1.237 0.016 -2.431
N 0.422 1.001 -1.835
C -0.145 2.002 -2.522
O -0.158 2.220 -3.731
C -0.842 3.003 -1.613
C -1.252 4.211 -2.160
C -1.840 5.159 -1.344
C -2.007 4.865 0.002
C -1.597 3.629 0.465
N -1.029 2.707 -0.317
C 2.181 -0.330 2.119
C 3.005 -0.616 3.197
C 2.806 0.048 4.393
C 1.796 0.996 4.464
C 1.014 1.220 3.347
N 1.187 0.571 2.193
H 3.090 -2.621 -1.328
H 3.475 -2.867 -3.761
H 2.475 -1.237 -5.331
H 1.062 0.593 -4.482
H -1.095 4.368 -3.217
H -2.163 6.111 -1.743
H -2.456 5.574 0.683
H -1.735 3.358 1.505
H 3.785 -1.348 3.050
H 3.433 -0.156 5.251
H 1.614 1.554 5.372
H 0.208 1.942 3.376
C -3.223 0.270 5.198
S -1.763 -0.739 4.821
C -1.715 -0.649 3.059
S -2.274 0.752 2.230
N -1.225 -1.724 2.515
N -1.058 -1.673 1.168
C -1.068 -2.776 0.526
C -1.056 -2.715 -0.930
C -0.904 -3.856 -1.703
C -0.942 -3.743 -3.083
C -1.168 -2.499 -3.643
C -1.315 -1.409 -2.797
N -1.258 -1.498 -1.473
H -3.294 0.326 6.282
H -4.100 -0.227 4.791
H -3.111 1.261 4.770
H -1.156 -3.728 1.043
H -0.742 -4.811 -1.220
H -0.795 -4.614 -3.708
H -1.211 -2.362 -4.713
H -1.483 -0.422 -3.210
*
```

The energy relative to the best compared isomer or geometry (same formula, charge and spin) is 28.3 kJ/mol. Its HOMO energy is -7.4 eV. The calculation puts the gap between HOMO and LUMO at 6.7 eV. The calculation puts the total energy at -64531.2800 eV. The LUMO energy is -0.77 eV.

Atomic partial charges in e from the Mulliken method, atoms 1 to 4: 0.91 -0.75 0.04 0.34